(1)
16
Properties=species:S:1:pos:R:3:forces:R:3:mulliken_charge:R:1 method="wB97M-V/def2-TZVPD" de_lowest_ev=2.078 largest_force_ev_per_a=0.587 homo_energy_ev=-10.282
H 2.62297 0.39885 -0.03609 0.06 -0.07 -0.01 0.37
H -0.30320 -2.34990 2.03176 -0.04 -0.01 -0.02 0.21
H -1.61704 -3.06271 1.13713 0.04 0.07 -0.05 0.25
C -0.60076 1.40413 -0.31954 -0.51 0.06 -0.03 -0.90
C 1.81773 1.12361 0.03909 -0.30 -0.36 -0.14 -1.60
O -1.42433 -1.40915 -0.75586 -0.19 0.08 -0.39 -0.63
C -1.54902 2.13161 -0.26587 0.54 -0.22 0.02 0.15
O 0.27288 -0.62253 0.52739 0.32 0.14 0.03 -0.42
N -0.90953 -2.35746 1.23230 0.06 -0.11 0.26 -0.35
H 2.02728 1.96645 -0.61219 -0.01 0.06 -0.02 0.41
C 0.51937 0.46173 -0.41505 0.25 0.06 0.08 1.22
H -2.36412 2.79072 -0.21504 -0.45 0.34 0.02 0.47
O 0.68260 -0.02036 -1.69998 0.18 -0.09 -0.12 -0.57
H 1.71797 1.46145 1.06605 -0.01 0.04 0.04 0.37
C -0.74754 -1.45306 0.24436 0.01 -0.11 0.17 0.64
H -0.14527 -0.46339 -1.95848 0.06 0.13 0.16 0.39

=====

(2)
77
Properties=species:S:1:pos:R:3:forces:R:3:mulliken_charge:R:1 method="wB97M-V/def2-TZVPD" total_charge=-1 largest_force_ev_per_a=1.405 homo_energy_ev="-3.629 / -3.533" spin_multiplicity=2 s2=0.80
C -0.55147 -1.35285 -1.79950 0.03 -0.21 -0.19 -0.23
H 0.07329 4.90051 -0.02082 0.02 -0.03 0.12 0.35
H -2.30147 -2.52276 -1.47420 -0.04 -0.09 0.06 0.25
C -1.37303 -0.89445 3.72464 -0.13 0.11 0.09 0.19
C 0.25325 -0.78578 -2.81731 0.00 0.17 0.14 -1.27
C -0.31027 -2.31397 0.36829 0.12 -0.06 -0.04 0.09
H -4.86581 -1.70154 1.80293 0.01 0.10 -0.02 0.31
H -0.48263 -6.87297 2.15042 -0.01 -0.02 0.02 0.38
H -0.84814 -2.28820 -6.57990 -0.02 -0.01 -0.02 0.33
H -6.08956 2.83496 -0.76551 0.01 -0.01 -0.03 0.40
Ge -3.56524 2.25483 -0.98774 -0.20 0.09 -0.07 0.32
H -3.94008 -3.71841 -0.31683 -0.02 0.00 -0.03 0.26
C -1.67897 -2.07365 -2.23334 0.02 0.22 0.12 0.20
H -5.79516 1.17174 -0.23178 0.00 -0.01 0.00 0.32
H -4.33616 1.87685 -3.42762 -0.01 0.03 0.03 0.50
C -0.39387 -5.97797 2.76744 0.09 0.12 -0.06 -1.68
N -3.08422 0.00865 0.39945 0.82 -1.12 -0.19 0.32
H -2.91137 4.55719 -0.04722 0.00 -0.01 0.01 0.32
H -0.49410 -3.45364 3.58365 0.03 0.08 -0.02 0.52
N -0.26491 -1.20604 -0.43993 -0.25 -0.25 -0.09 1.90
C -0.37393 -2.28139 1.79301 -0.13 0.11 0.02 -0.89
H -2.33088 4.41880 -1.71541 -0.02 0.00 0.01 0.34
C -2.44143 1.15874 0.21156 -0.19 1.00 -0.09 -0.78
Cl 0.09165 3.71364 -2.02633 0.17 -0.05 0.07 -0.11
H -2.61708 1.46555 -3.22585 0.00 -0.02 0.00 0.22
F 2.97271 1.74861 -3.15385 -0.13 -0.14 -0.17 -0.29
H -3.85511 0.35908 -2.64659 0.00 -0.08 -0.02 0.28
C 1.48272 0.02863 -2.40035 0.08 -0.23 -0.03 2.25
F 1.38381 0.11856 3.99887 -0.03 -0.20 -0.04 -0.27
H -2.90727 -2.76283 -3.83669 -0.01 0.02 0.01 0.27
C -2.01534 -2.20638 -3.56388 -0.06 -0.04 -0.01 -1.28
C -3.41677 -1.11659 0.42417 -0.48 0.83 0.26 0.43
F -1.37761 0.32146 4.29648 -0.04 -0.19 -0.05 -0.26
F 1.28538 -2.02096 4.27247 0.01 0.12 -0.16 -0.28
C -0.09549 -0.94494 -4.15352 -0.12 -0.16 -0.04 -0.49
H 1.72122 4.35442 -0.48406 0.01 -0.05 0.05 0.40
C -0.36765 -4.73348 1.91624 -0.06 0.03 0.14 0.43
F 2.53742 -1.27927 -0.65431 -0.05 0.02 -0.14 -0.14
H -0.09238 -5.72263 0.03096 0.00 0.00 -0.02 0.29
F 1.13090 1.54586 -4.24890 0.11 0.03 0.17 -0.23
H -3.59489 -3.77579 1.40456 0.09 -0.01 0.02 0.15
C -3.60480 1.41263 -2.76506 0.14 0.17 0.21 -1.08
Cl 0.54925 2.73407 0.77269 0.04 1.17 0.47 0.02
H -4.04501 4.71356 -1.39329 -0.04 -0.03 0.02 0.42
C 0.67441 4.08710 -0.40913 0.01 -0.14 -0.25 -0.51
F 3.86780 -0.46404 -2.12562 -0.12 0.01 0.01 -0.35
H -0.02176 -3.67727 -1.26752 0.01 -0.01 0.00 0.51
C 2.62279 -0.96750 -1.94757 0.13 -0.14 0.12 0.57
C 1.12997 -1.03757 3.35088 0.22 0.06 0.07 0.50
H -2.23057 1.64081 1.16836 0.18 -0.15 0.01 0.73
C 2.07858 0.84502 -3.58808 0.07 0.25 -0.04 0.10
H -2.56060 -2.22855 -6.14221 0.00 -0.01 -0.02 0.38
C -4.57923 -1.95118 0.77861 0.02 -0.58 -0.04 -0.82
H -5.40536 -1.66007 0.12250 0.05 0.09 0.02 0.32
C -1.23068 -1.63641 -4.55537 0.02 0.03 -0.07 0.70
H 0.53788 -0.53496 -4.92799 -0.06 -0.01 0.02 0.54
F -1.28134 -1.78111 4.74725 0.01 0.14 -0.16 -0.28
C -1.59891 -1.73127 -6.01389 0.11 0.03 0.08 -1.71
C -0.26083 -0.98865 2.61753 0.41 -0.03 0.24 1.66
F -2.60781 -1.07595 3.19898 0.13 0.04 -0.06 -0.18
F 2.70840 0.08612 -4.51886 -0.06 0.04 0.08 -0.30
C -0.20873 -4.76903 0.53729 -0.07 -0.01 0.01 -1.43
O 1.21494 0.93515 -1.42815 -0.13 -0.04 0.71 -1.34
H -5.25465 -4.00563 0.83324 0.02 0.02 0.01 0.45
H -1.22657 -5.96331 3.47418 -0.01 -0.03 -0.01 0.36
H -1.66785 -0.73443 -6.45468 -0.03 -0.03 -0.06 0.34
C -4.32753 -3.45487 0.66630 0.03 0.04 0.03 -1.10
C -0.17939 -3.60770 -0.20044 -0.01 0.03 0.00 -0.25
O -0.27857 0.19322 1.97221 -0.16 0.31 -0.53 -0.72
H -5.37377 2.52452 0.82333 0.01 0.01 0.00 0.39
Mn 0.01545 0.65358 0.09072 -0.48 -0.91 -0.63 0.55
C -3.15320 4.18923 -1.04608 -0.02 -0.31 0.05 -1.21
F 2.58890 -2.12747 -2.64588 0.00 0.16 0.06 -0.32
F 2.10986 -1.20395 2.44548 -0.14 0.08 0.10 -0.16
H 0.52724 -6.05847 3.35109 -0.02 -0.10 0.03 0.31
C -5.40210 2.18994 -0.21512 0.24 -0.04 -0.13 -1.33
C -0.42345 -3.47888 2.50551 -0.09 -0.22 -0.17 -0.61

=====

(3)
42
Properties=species:S:1:pos:R:3:forces:R:3:mulliken_charge:R:1 method="wB97M-V/def2-TZVPD" de_lowest_ev=1.845 largest_force_ev_per_a=3.936 homo_energy_ev=-10.545
H 0.00367 -0.43457 2.82324 -1.19 1.07 -0.72 0.51
O -2.19667 1.35174 0.19505 -0.58 -1.23 -1.47 -0.63
H -5.16116 0.63843 0.34204 0.61 -0.55 0.15 0.28
H -1.22387 -2.64622 1.90175 -1.65 0.09 -0.08 0.31
O 1.53295 -1.32210 2.51337 -0.42 -0.72 0.26 -0.72
H -2.03347 -1.44537 1.82080 -0.12 2.50 0.09 0.33
H 2.78879 1.20207 1.35094 2.10 0.74 1.42 0.33
H 1.77631 0.10366 -2.34344 -0.87 -1.05 -0.71 0.27
H 0.18620 2.17301 -0.91516 0.62 -1.12 1.08 0.30
H -2.18679 2.27780 0.33192 0.41 1.54 0.59 0.23
H -0.05193 0.14386 -4.19528 -0.14 0.23 -0.55 0.28
O -0.71939 0.24690 2.67890 0.57 -1.04 0.81 -0.70
H -2.26502 0.06863 -3.01712 -0.47 -0.77 -0.62 0.23
H -0.82438 -0.06406 -0.07968 -0.06 -0.17 -0.04 -0.06
O 0.45767 -0.25444 -3.49919 1.09 -0.24 -0.84 -0.68
O -4.48908 -0.06377 0.44923 0.98 1.27 -0.08 -0.67
O 0.01798 2.72667 1.27957 -1.83 1.39 -0.27 -0.57
O -2.18083 -2.36109 1.83086 1.84 -2.54 0.05 -0.66
H 4.13050 -2.33410 0.52711 1.49 -0.96 0.48 0.28
H 1.62149 -0.95655 3.38495 0.38 0.00 0.89 0.30
H 2.40681 0.89564 -0.06596 0.19 -0.31 -1.00 0.15
H -0.10709 -0.22385 -2.74715 -1.18 -0.09 1.36 0.47
H 2.73396 -2.25385 0.11433 -1.09 -0.33 -0.47 0.35
H 0.80993 -3.53067 0.26582 0.36 -0.01 -0.44 0.33
H -2.57242 1.28764 -0.71273 0.61 -0.32 0.47 0.30
O 1.15656 -3.06014 -0.51418 -0.79 -0.01 0.66 -0.75
O 2.44231 0.57360 -1.86955 1.09 1.63 0.51 -0.67
H 0.57385 2.57165 -2.42228 -1.61 0.25 2.52 0.26
O 2.08183 0.91173 0.83993 -1.98 -0.37 -0.44 -0.47
H 2.47030 1.39661 -2.38725 0.35 -0.33 0.36 0.25
O 3.48543 -1.69900 0.30788 -0.28 1.38 -0.09 -0.54
H 0.72792 2.22635 1.59636 2.15 -1.13 0.39 0.29
H 0.65525 -0.20162 0.13414 1.17 0.45 0.67 0.04
H -0.39634 3.07349 2.07600 -0.13 0.18 -0.01 0.29
H -2.05661 -1.21989 -1.98812 -0.36 1.14 -0.89 0.27
H -3.59480 0.42605 0.50881 -2.07 -0.93 0.20 0.45
O -2.04492 -0.24676 -2.14885 0.40 -0.33 1.37 -0.59
H 1.96379 -0.68043 1.95062 0.41 0.19 -0.77 0.36
H 0.52707 -2.30332 -0.54750 0.45 -0.19 -0.13 0.26
H -0.35501 0.89789 2.07698 -0.12 -0.07 -0.25 0.10
O -0.07357 -0.66049 -0.24202 -1.16 -0.20 -0.70 0.52
O -0.01718 2.76883 -1.60512 0.81 0.97 -3.73 -0.63